(i)
The following is a DFT calculation (wB97M-V/def2-TZVPD) of a cluster of 2 separate species, C6H16O3 in total.

Summary:
M = 136.19 g mol⁻¹
Orbital gap = 10.6 eV
SMILES = COC(C)(C)OC.CO

Cartesian coordinates (Å):
C (-0.76, -2.07, -0.08)
O (-0.45, -0.90, -0.83)
C (-0.92, 0.33, -0.31)
C (-2.43, 0.30, 0.01)
C (-0.65, 1.33, -1.43)
O (-0.24, 0.59, 0.91)
C (0.61, 1.78, 1.07)
H (-1.80, -2.37, -0.23)
H (-0.58, -1.92, 0.99)
H (-0.10, -2.84, -0.46)
H (-2.77, 1.31, 0.22)
H (-2.61, -0.32, 0.88)
H (-2.98, -0.10, -0.84)
H (-0.93, 2.34, -1.14)
H (-1.24, 1.04, -2.30)
H (0.40, 1.30, -1.72)
H (0.96, 1.72, 2.10)
H (1.45, 1.82, 0.36)
H (-0.01, 2.66, 0.94)
C (2.77, -1.10, 0.08)
O (2.23, -0.71, 1.32)
H (2.54, -2.15, -0.14)
H (3.85, -0.98, 0.14)
H (2.39, -0.48, -0.74)
H (1.27, -0.57, 1.21)



(ii)
The following is a DFT calculation (wB97M-V/def2-TZVPD) of a cluster of 3 separate species, C6H16O3 in total.

Summary:
M = 136.19 g mol⁻¹
Orbital gap = 9.8 eV

Cartesian coordinates (Å):
C (-0.28, -2.47, -0.52)
C (1.65, 0.01, -1.37)
C (-0.33, -2.46, 0.97)
C (-1.40, -2.15, -1.33)
O (0.43, -0.60, -1.00)
H (0.54, -3.01, -0.98)
H (1.53, 1.10, -1.41)
H (2.43, -0.20, -0.62)
H (2.01, -0.35, -2.34)
H (-2.33, -1.91, -0.81)
H (-1.01, -1.69, 1.34)
H (0.65, -2.32, 1.40)
H (-0.71, -3.44, 1.29)
H (-0.82, -1.08, -1.59)
H (-1.51, -2.69, -2.26)
C (-1.02, 2.02, 0.52)
C (0.89, 3.15, 1.36)
O (0.10, 2.83, 0.22)
O (-0.69, 0.77, 1.03)
H (-0.23, 0.27, 0.30)
H (-1.64, 2.51, 1.29)
H (-1.57, 1.96, -0.42)
H (1.71, 3.78, 1.00)
H (0.31, 3.71, 2.10)
H (1.29, 2.25, 1.84)



Result of the stability comparison: (ii) is the least stable of them.



(i)
The following is a DFT calculation (wB97M-V/def2-TZVPD) of a cluster of 4 separate species, C6H16O3 in total.

Summary:
M = 136.19 g mol⁻¹
Orbital gap = 9.7 eV
SMILES = C=C(C)C(=C)C.O.O.O

Cartesian coordinates (Å):
C (0.19, -1.42, 1.48)
C (0.65, -0.38, 0.81)
C (1.95, -0.39, 0.02)
C (-0.02, 0.94, 0.90)
C (-0.03, 1.63, 2.04)
C (-0.74, 1.39, -0.34)
H (-0.67, -1.29, 2.11)
H (0.53, -2.45, 1.50)
H (2.08, 0.39, -0.72)
H (2.16, -1.25, -0.63)
H (2.71, -0.43, 0.81)
H (-0.68, 2.48, 2.22)
H (0.60, 1.38, 2.89)
H (-1.81, 1.18, -0.36)
H (-0.26, 0.86, -1.17)
H (-0.72, 2.47, -0.49)
O (-1.43, -2.70, -1.12)
H (-1.28, -2.70, -2.07)
H (-0.91, -2.00, -0.71)
O (2.62, 2.13, -2.25)
H (3.30, 1.45, -2.25)
H (1.76, 1.79, -2.49)
O (-3.14, -0.76, -0.07)
H (-4.02, -0.72, 0.30)
H (-2.88, -1.63, -0.39)



(ii)
The following is a DFT calculation (wB97M-V/def2-TZVPD) of a structure of composition C6H16O3.

Summary:
M = 136.19 g mol⁻¹
Orbital gap = 9.8 eV

Cartesian coordinates (Å):
C (0.04, 0.57, 1.18)
C (0.99, 1.48, -0.37)
C (0.79, 1.00, 2.41)
C (2.18, 0.61, -0.75)
O (-1.24, 0.86, 1.20)
H (-1.59, 0.58, 0.25)
H (0.29, -0.42, 0.80)
H (1.29, 2.29, 0.29)
H (0.66, 2.10, -1.22)
H (1.87, 0.90, 2.27)
H (0.55, 2.03, 2.66)
H (0.49, 0.36, 3.24)
H (1.88, -0.18, -1.44)
H (2.98, 1.20, -1.22)
H (2.61, 0.12, 0.12)
C (-1.19, -0.85, -1.82)
C (-1.73, -2.40, -0.09)
O (-0.72, -1.86, -0.94)
O (-1.35, 0.39, -1.22)
H (-0.26, 0.84, -0.89)
H (-0.43, -0.81, -2.61)
H (-2.15, -1.16, -2.26)
H (-2.14, -1.64, 0.60)
H (-1.26, -3.18, 0.50)
H (-2.55, -2.82, -0.67)



Result of the stability comparison: (ii) is the least stable of them.



(i)
The following is a DFT calculation (wB97M-V/def2-TZVPD) of a cluster of 2 separate species, C9H14OS in total.

Summary:
M = 170.28 g mol⁻¹
Orbital gap = 9.0 eV
SMILES = Cc1ccc(O)cc1.CSC

Cartesian coordinates (Å):
C (-2.67, -0.63, -0.19)
C (-1.54, -0.78, -1.06)
C (-0.42, -1.37, -0.51)
C (0.84, -1.21, -1.13)
C (0.69, -0.43, -2.32)
O (1.83, -0.36, -3.04)
C (-0.47, 0.01, -3.03)
C (-1.63, -0.12, -2.30)
H (-2.87, 0.33, -0.06)
H (-2.42, -1.23, 0.74)
H (-3.45, -1.23, -0.53)
H (-0.45, -1.66, 0.64)
H (1.58, -1.83, -0.61)
H (2.53, 0.13, -2.65)
H (-0.26, 0.57, -3.97)
H (-2.63, 0.04, -2.75)
C (2.46, 0.43, 2.56)
S (0.95, 0.60, 3.68)
C (0.01, 1.64, 2.53)
H (2.67, -0.37, 1.78)
H (2.48, 1.41, 2.06)
H (3.33, 0.54, 3.33)
H (-0.98, 1.31, 2.19)
H (0.68, 1.74, 1.56)
H (-0.24, 2.48, 3.07)



(ii)
The following is a DFT calculation (wB97M-V/def2-TZVPD) of a cluster of 2 separate species, C9H14OS in total.

Summary:
M = 170.28 g mol⁻¹
Orbital gap = 8.8 eV
SMILES = Cc1ccc(O)cc1.CSC

Cartesian coordinates (Å):
C (1.16, 0.79, 2.61)
C (1.04, -0.17, 1.44)
C (2.24, -0.57, 0.83)
C (2.12, -1.37, -0.28)
C (0.90, -1.81, -0.78)
O (0.84, -2.75, -1.77)
C (-0.26, -1.53, -0.04)
C (-0.22, -0.63, 1.03)
H (1.53, 1.77, 2.37)
H (1.75, 0.38, 3.41)
H (0.08, 0.96, 2.89)
H (3.13, -0.26, 1.37)
H (3.01, -1.55, -0.90)
H (1.75, -2.89, -2.07)
H (-1.13, -1.93, -0.50)
H (-1.16, -0.46, 1.55)
C (-2.88, 1.15, -0.14)
S (-1.26, 1.88, -0.59)
C (-0.83, 1.40, -2.35)
H (-2.81, 1.47, 0.91)
H (-3.66, 1.76, -0.63)
H (-3.04, 0.09, -0.29)
H (-1.80, 1.17, -2.81)
H (0.04, 0.77, -2.45)
H (-0.55, 2.35, -2.81)



Result of the stability comparison: (i) is the least stable of them.



(i)
The following is a DFT calculation (wB97M-V/def2-TZVPD) of the ion C4H7N2 with charge +1.

Summary:
M = 83.11 g mol⁻¹
Orbital gap = 9.6 eV
SMILES = C=[N+]1C=NCC1
Charge = +1

Cartesian coordinates (Å):
C (1.86, 0.53, 0.05)
N (0.57, 0.44, 0.10)
C (-0.33, 1.54, -0.04)
N (-1.54, 1.17, -0.10)
C (-1.66, -0.23, 0.04)
C (-0.33, -0.85, -0.02)
H (2.49, -0.24, -0.25)
H (2.31, 1.46, 0.31)
H (0.13, 2.45, -0.05)
H (-2.26, -0.74, -0.85)
H (-2.09, -0.48, 0.93)
H (-0.02, -1.49, 0.79)
H (-0.09, -1.34, -1.04)



(ii)
The following is a DFT calculation (wB97M-V/def2-TZVPD) of the ion C4H7N2 with charge +1.

Summary:
M = 83.11 g mol⁻¹
Orbital gap = 8.2 eV
Charge = +1

Cartesian coordinates (Å):
C (-0.65, -2.33, 0.11)
C (-1.28, -0.24, -0.54)
C (0.19, -0.10, -0.41)
C (0.83, 0.88, 0.55)
N (-1.71, -1.45, -0.31)
N (0.41, -1.56, 0.11)
H (-1.79, 0.71, -0.86)
H (0.68, -0.17, -1.45)
H (1.94, 1.02, 0.27)
H (0.61, 0.64, 1.65)
H (0.44, 1.97, 0.51)
H (-2.60, -1.91, -0.14)
H (1.23, -2.11, 0.42)



Result of the stability comparison: (ii) is the least stable of them.



(i)
The following is a DFT calculation (wB97M-V/def2-TZVPD) of the ion C4H7N2 with charge +1.

Summary:
M = 83.11 g mol⁻¹
Orbital gap = 10.8 eV
SMILES = Cc1c[nH]c[nH+]1
Charge = +1

Cartesian coordinates (Å):
C (0.35, -1.89, 1.01)
C (-0.02, -0.63, 0.27)
C (-1.08, 0.25, 0.41)
N (-0.73, 1.31, -0.36)
C (0.49, 1.25, -0.86)
N (0.87, -0.05, -0.56)
H (-0.03, -2.82, 0.59)
H (1.44, -1.95, 1.03)
H (0.02, -1.88, 2.05)
H (-2.05, 0.12, 0.83)
H (-1.34, 2.12, -0.45)
H (1.08, 2.02, -1.30)
H (1.74, -0.42, -0.89)



(ii)
The following is a DFT calculation (wB97M-V/def2-TZVPD) of the ion C4H7N2 with charge +1.

Summary:
M = 83.11 g mol⁻¹
Orbital gap = 11.2 eV
SMILES = Cc1c[nH]c[nH+]1
Charge = +1

Cartesian coordinates (Å):
C (-0.98, -1.35, -1.38)
C (-0.30, -0.36, -0.51)
C (0.58, 0.64, -0.75)
N (0.96, 1.16, 0.48)
C (0.35, 0.50, 1.44)
N (-0.43, -0.41, 0.88)
H (-1.10, -2.36, -0.98)
H (-0.31, -1.54, -2.23)
H (-1.92, -1.02, -1.79)
H (1.09, 0.91, -1.66)
H (1.60, 1.95, 0.58)
H (0.39, 0.69, 2.49)
H (-1.05, -0.99, 1.43)



(iii)
The following is a DFT calculation (wB97M-V/def2-TZVPD) of the ion C4H7N2 with charge +1.

Summary:
M = 83.11 g mol⁻¹
Orbital gap (alpha / beta) = 7.8 / 8.0 eV
Charge = +1

Cartesian coordinates (Å):
C (-1.70, 0.77, 0.46)
C (-0.49, 1.16, -0.22)
C (-0.92, -1.08, -0.24)
C (1.33, -0.25, 0.53)
N (-1.97, -0.51, 0.09)
N (0.22, -0.12, -0.51)
H (-0.83, 1.58, -1.09)
H (0.01, 2.02, 0.32)
H (-0.91, -2.09, -0.30)
H (0.84, 0.17, 1.49)
H (1.56, -1.39, 0.70)
H (2.13, 0.15, 0.10)
H (0.72, -0.42, -1.32)



(iv)
The following is a DFT calculation (wB97M-V/def2-TZVPD) of the ion C4H7N2 with charge +1.

Summary:
M = 83.11 g mol⁻¹
Orbital gap = 8.4 eV
SMILES = [NH+]#CC[C@H]1CN1
Charge = +1

Cartesian coordinates (Å):
N (-3.22, -0.24, -0.08)
C (-2.09, 0.03, 0.09)
C (-0.69, 0.48, 0.25)
C (0.61, -0.25, -0.42)
C (2.13, 0.24, -0.16)
N (1.61, -0.98, 0.33)
H (-4.04, -0.74, -0.27)
H (-0.49, 0.77, 1.32)
H (-0.67, 1.47, -0.34)
H (0.34, -0.66, -1.46)
H (2.79, 0.00, -0.95)
H (2.20, 1.07, 0.43)
H (1.52, -1.19, 1.26)



Result of the stability comparison: (iii) is the least stable of them.



(i)
The following is a DFT calculation (wB97M-V/def2-TZVPD) of an isolated molecule of C3H6O3.

Summary:
M = 90.08 g mol⁻¹
Orbital gap = 10.4 eV
SMILES = O[C@H]1[C@@H](O)[C@H]1O

Cartesian coordinates (Å):
O (-0.54, 1.19, 1.03)
C (0.37, 0.93, 0.00)
C (-0.18, -0.03, -1.02)
O (-1.52, -0.38, -0.91)
C (0.84, -0.50, 0.01)
O (0.48, -1.18, 1.18)
H (-0.37, 0.48, 1.68)
H (1.01, 1.77, -0.26)
H (0.18, 0.03, -2.04)
H (-1.90, 0.27, -0.30)
H (1.83, -0.76, -0.36)
H (-0.21, -1.83, 0.99)



(ii)
The following is a DFT calculation (wB97M-V/def2-TZVPD) of an isolated molecule of C3H6O3.

Summary:
M = 90.08 g mol⁻¹
Orbital gap = 10.7 eV
SMILES = O=C[C@H](O)CO

Cartesian coordinates (Å):
O (-0.50, -1.77, 0.87)
C (-1.07, -0.80, 0.40)
C (-0.41, 0.02, -0.68)
O (0.37, -0.76, -1.53)
C (0.46, 1.04, 0.11)
O (1.50, 0.40, 0.78)
H (-2.03, -0.44, 0.80)
H (-1.15, 0.55, -1.29)
H (0.91, -1.33, -0.98)
H (0.93, 1.72, -0.61)
H (-0.16, 1.64, 0.79)
H (1.13, -0.30, 1.34)



Result of the stability comparison: (i) is the least stable of them.



(i)
The following is a DFT calculation (wB97M-V/def2-TZVPD) of a cluster of 2 separate species, C3H6O3 in total.

Summary:
M = 90.08 g mol⁻¹
Orbital gap = 9.5 eV
SMILES = CC(=O)C=O.O

Cartesian coordinates (Å):
C (-0.59, -1.28, 0.59)
C (0.50, -0.55, -0.15)
O (0.91, -0.86, -1.24)
C (1.12, 0.65, 0.59)
O (1.99, 1.31, 0.11)
H (-1.03, -2.04, -0.05)
H (-1.36, -0.57, 0.91)
H (-0.19, -1.75, 1.49)
H (0.71, 0.86, 1.60)
O (-1.16, 1.42, -0.98)
H (-1.24, 0.79, -1.71)
H (-0.48, 2.04, -1.28)



(ii)
The following is a DFT calculation (wB97M-V/def2-TZVPD) of a cluster of 2 separate species, C3H6O3 in total.

Summary:
M = 90.08 g mol⁻¹
Orbital gap = 9.0 eV
SMILES = C=C(O)O.C=O

Cartesian coordinates (Å):
C (-1.44, 0.20, -0.23)
C (-0.44, -0.15, -1.01)
O (0.20, -1.32, -1.17)
O (0.20, 0.76, -1.69)
H (-2.13, -0.45, 0.28)
H (-1.72, 1.22, 0.05)
H (0.01, -1.96, -0.54)
H (1.13, 0.54, -1.44)
C (0.91, -0.63, 2.08)
O (1.41, 0.03, 1.22)
H (-0.09, -1.05, 1.98)
H (1.35, -0.80, 3.14)



(iii)
The following is a DFT calculation (wB97M-V/def2-TZVPD) of a cluster of 2 separate species, C3H6O3 in total.

Summary:
M = 90.08 g mol⁻¹
Orbital gap = 9.7 eV
SMILES = CC(=O)C=O.O

Cartesian coordinates (Å):
C (0.69, 1.52, -0.61)
C (1.09, 0.59, 0.46)
O (1.42, 0.82, 1.61)
C (0.85, -0.86, -0.01)
O (1.69, -1.68, -0.34)
H (1.42, 1.80, -1.33)
H (0.57, 2.53, -0.12)
H (-0.39, 1.18, -0.81)
H (-0.24, -0.97, 0.10)
O (-2.27, -1.45, 0.07)
H (-2.70, -1.14, 0.78)
H (-2.13, -2.33, 0.19)



(iv)
The following is a DFT calculation (wB97M-V/def2-TZVPD) of a cluster of 2 separate species, C3H6O3 in total.

Summary:
M = 90.08 g mol⁻¹
Orbital gap = 11.3 eV
SMILES = O=C=O.CCO

Cartesian coordinates (Å):
O (-0.49, 0.78, -2.81)
C (0.44, 1.36, -2.43)
O (1.41, 1.93, -2.11)
C (-0.05, -0.97, 1.55)
C (-0.49, -0.40, 0.22)
O (-0.17, 0.98, 0.10)
H (-0.37, -2.01, 1.66)
H (-0.47, -0.38, 2.37)
H (1.05, -0.96, 1.64)
H (-0.05, -0.97, -0.61)
H (-1.58, -0.45, 0.11)
H (0.76, 1.09, 0.33)



Result of the stability comparison: (ii) is the least stable of them.



(i)
The following is a DFT calculation (wB97M-V/def2-TZVPD) of an isolated molecule of C3H6O3.

Summary:
M = 90.08 g mol⁻¹
Orbital gap = 11.5 eV
SMILES = O=COCCO

Cartesian coordinates (Å):
O (1.70, -1.37, -0.32)
C (0.91, -0.93, -1.11)
O (0.57, 0.35, -1.25)
C (-0.74, 0.24, -0.42)
C (-0.36, 0.85, 0.90)
O (0.25, -0.06, 1.78)
H (0.19, -1.51, -1.69)
H (-1.45, 0.77, -1.05)
H (-1.14, -0.79, -0.23)
H (0.29, 1.69, 0.64)
H (-1.25, 1.22, 1.40)
H (1.01, -0.47, 1.34)



(ii)
The following is a DFT calculation (wB97M-V/def2-TZVPD) of a cluster of 2 separate species, C3H6O3 in total.

Summary:
M = 90.08 g mol⁻¹
Orbital gap = 10.4 eV
SMILES = CC=O.O=CO

Cartesian coordinates (Å):
C (-0.39, 2.71, 1.61)
C (-1.49, 2.28, 0.73)
O (-2.32, 3.10, 0.41)
H (-0.48, 3.86, 1.71)
H (0.60, 2.23, 1.46)
H (-0.86, 2.40, 2.59)
H (-1.63, 1.13, 0.61)
O (1.29, -4.60, -1.08)
C (1.42, -3.86, -2.00)
O (1.17, -2.52, -1.94)
H (1.83, -4.34, -3.06)
H (0.87, -2.39, -1.03)



Result of the stability comparison: (i) is the least stable of them.